This record from the Open Molecules 2025 dataset describes a single C2H7N3 molecule. The level of theory is ωB97M-V/def2-TZVPD.

Geometry as XYZ:
```
12
Properties=species:S:1:pos:R:3:forces:R:3
C 0.0099 -0.9705 1.1974 2.399 3.452 -1.271
C -0.2670 1.3124 0.2076 4.322 0.773 -3.234
H 1.1871 -1.1008 0.9860 -2.635 -0.676 0.450
H 0.0504 -0.1435 1.9382 -0.266 -1.457 0.843
H -0.6464 -1.8209 1.4120 0.548 0.264 -0.146
H -0.7767 -1.1595 -1.7235 -1.390 0.832 1.909
H 0.6127 -0.7477 -1.6472 -0.231 1.566 2.081
H -0.3227 1.7764 1.1787 -0.488 0.103 0.165
H 0.5402 1.3398 -1.6579 -0.661 1.160 2.476
N -0.4769 -0.0530 0.1085 -1.063 -2.242 -0.911
N -0.3088 -0.3624 -1.2405 1.135 -3.521 -3.364
N 0.3982 1.9299 -0.7592 -1.668 -0.253 1.002
```
Forces are in eV/Å.

Energy relative to the best compared isomer or geometry (same formula, charge and spin) ... 81.1 kcal/mol
HOMO level ... -0.319 Ha
Charge ... 0
SMILES ... [H]/N=C\N(C)N
Frontier orbital gap ... 9.5 eV
DFT total energy ... -244.5462 hartree

Which charges does Mulliken predict for the atoms? In e, they are: -0.677, 0.027, 0.283, 0.206, 0.284, 0.248, 0.252, 0.352, 0.351, 0.117, -0.784, -0.658